{
  "formula": "C44H35ClN2O2S",
  "method": "wB97M-V/def2-TZVPD",
  "elements": ["C", "C", "C", "C", "N", "C", "C", "C", "C", "C", "C", "C", "C", "C", "C", "C", "C", "C", "C", "C", "N", "C", "C", "C", "C", "C", "C", "C", "C", "C", "C", "C", "C", "C", "C", "C", "C", "C", "C", "H", "H", "H", "H", "H", "H", "H", "H", "H", "H", "H", "H", "H", "H", "H", "H", "H", "H", "H", "H", "H", "H", "H", "H", "H", "H", "H", "H", "H", "Cl", "C", "S", "C", "C", "C", "C", "C", "C", "O", "O", "H", "H", "H", "H", "H", "H"],
  "coordinates": [[5.6546, -0.3227, -4.5759], [6.6652, -0.8880, -3.7916], [6.6604, -0.7017, -2.4090], [5.6369, 0.0506, -1.8193], [5.6515, 0.2819, -0.4052], [6.1791, 1.5136, 0.0557], [5.7333, 2.7171, -0.5026], [6.3448, 3.9225, -0.1529], [7.4538, 3.9271, 0.7023], [7.9243, 2.7175, 1.2377], [7.2655, 1.5196, 0.9495], [5.0578, -0.6439, 0.4495], [4.7972, -1.9529, 0.0094], [4.0389, -2.8127, 0.8012], [3.3541, -2.3554, 1.9259], [2.3067, -3.2035, 2.6746], [1.1351, -2.4307, 3.3225], [0.3427, -3.1726, 4.2190], [-0.8993, -2.7171, 4.6314], [-1.2722, -1.3991, 4.3132], [-2.5705, -0.9809, 4.6232], [-2.8337, 0.3448, 5.0402], [-3.6970, 1.1363, 4.2739], [-4.0064, 2.4231, 4.7064], [-3.5082, 2.8884, 5.9281], [-2.6872, 2.0695, 6.7133], [-2.2937, 0.8157, 6.2433], [-3.6502, -1.8654, 4.4394], [-4.7226, -1.8315, 5.3448], [-5.7227, -2.8015, 5.2592], [-5.7147, -3.7381, 4.2143], [-4.7005, -3.6905, 3.2475], [-3.6533, -2.7776, 3.3688], [-0.3733, -0.5588, 3.6365], [0.7777, -1.1072, 3.0547], [3.7578, -1.1222, 2.4451], [4.5817, -0.2638, 1.7191], [4.6230, 0.6133, -2.5990], [4.6499, 0.4483, -3.9848], [5.6451, -0.4898, -5.6532], [7.4631, -1.4728, -4.2462], [7.4368, -1.1298, -1.7669], [4.9151, 2.7053, -1.2185], [5.9659, 4.8608, -0.5609], [7.9500, 4.8699, 0.9588], [8.8102, 2.7085, 1.8800], [7.6188, 0.5696, 1.3596], [5.1733, -2.2864, -0.9596], [3.9924, -3.8512, 0.4987], [2.8532, -3.6644, 3.5164], [0.6758, -4.1543, 4.5431], [-1.5767, -3.3763, 5.1899], [-4.1078, 0.7275, 3.3501], [-4.6426, 3.0515, 4.0855], [-3.7597, 3.8925, 6.2751], [-2.3429, 2.4058, 7.6921], [-1.6236, 0.1691, 6.8175], [-4.7309, -1.0696, 6.1289], [-6.5028, -2.8257, 6.0198], [-6.5030, -4.4945, 4.1575], [-4.7158, -4.3878, 2.4069], [-2.8358, -2.7699, 2.6406], [-0.6017, 0.5006, 3.5148], [1.3912, -0.4878, 2.4063], [3.3910, -0.8000, 3.4164], [4.8104, 0.7322, 2.0965], [3.8349, 1.1922, -2.1064], [3.8808, 0.9276, -4.5901], [1.3091, -3.9438, 0.2119], [1.6828, -4.3423, 1.8990], [2.4553, -6.0183, 1.8912], [2.8089, -6.4891, 3.5970], [4.1186, -6.8270, 3.9284], [4.4623, -6.9025, 5.2801], [3.4796, -6.7091, 6.2613], [2.1315, -6.6077, 5.8945], [1.7861, -6.5805, 4.5425], [1.4034, -6.9043, 1.4471], [3.7215, -5.9294, 1.2066], [0.7352, -4.6627, 2.3601], [4.8497, -7.0114, 3.1397], [5.4987, -7.0963, 5.5660], [3.7572, -6.6528, 7.3181], [1.3468, -6.5450, 6.6513], [0.7451, -6.6313, 4.2182]],
  "forces_ev_per_angstrom": [[0.012, 0.055, 0.094], [-0.192, 0.048, 0.158], [-0.221, 0.256, -0.041], [0.133, 0.048, -0.134], [0.037, -0.163, -0.001], [0.600, 0.417, -0.184], [0.160, 0.099, 0.351], [0.335, -0.139, 0.189], [-0.100, -0.151, 0.020], [-0.364, 0.076, 0.011], [0.001, 0.230, -0.254], [-0.793, -0.172, 0.029], [0.207, 0.131, 0.447], [-0.051, 0.196, -0.518], [0.213, -0.323, 0.564], [0.878, 0.637, 0.727], [0.175, -0.005, 0.127], [-0.297, 0.280, -0.357], [0.476, 0.183, 0.053], [0.281, -0.127, -0.217], [-0.038, 0.110, 0.016], [-0.127, 0.227, 0.096], [0.251, 0.115, 0.303], [0.102, -0.102, 0.159], [-0.008, -0.100, 0.054], [0.180, 0.053, -0.320], [-0.412, 0.092, -0.084], [-0.325, -0.157, -0.052], [0.083, -0.399, -0.114], [0.170, 0.036, -0.386], [0.036, 0.192, 0.100], [-0.059, -0.021, 0.353], [-0.263, 0.030, 0.113], [-0.056, -0.460, -0.086], [-0.139, -0.214, 0.435], [0.010, 0.218, -0.358], [0.134, -0.146, -0.029], [0.203, -0.129, -0.108], [0.061, -0.134, 0.179], [0.059, 0.112, 0.271], [-0.225, 0.111, 0.023], [-0.262, 0.179, -0.279], [0.215, 0.090, 0.255], [0.136, -0.272, 0.078], [-0.200, -0.414, -0.148], [-0.376, 0.014, -0.196], [-0.108, 0.318, -0.147], [-0.041, -0.017, 0.449], [-0.321, 0.177, -0.092], [-0.207, -0.083, -0.069], [-0.046, 0.028, -0.130], [0.338, 0.448, -0.170], [0.109, 0.137, 0.233], [0.116, -0.067, 0.212], [0.015, -0.333, -0.090], [-0.032, 0.011, -0.323], [-0.281, 0.231, -0.174], [-0.005, -0.361, -0.197], [0.115, 0.006, -0.256], [0.301, 0.302, -0.034], [0.030, 0.206, 0.278], [-0.329, 0.022, 0.304], [-0.087, -0.335, -0.163], [-0.157, -0.138, 0.125], [-0.007, 0.035, -0.191], [-0.051, -0.281, 0.003], [0.257, -0.325, -0.284], [0.180, -0.230, 0.071], [-0.279, -0.184, 0.082], [-0.686, -1.116, 0.074], [0.230, -0.667, -0.148], [-0.103, -0.218, -0.331], [0.164, 0.512, 0.243], [-0.263, -0.138, 0.142], [0.008, 0.069, -0.122], [0.145, -0.202, -0.128], [0.078, 0.426, 0.079], [0.298, 0.359, -0.080], [-0.155, -0.321, 0.060], [0.204, 0.542, -0.207], [-0.150, 0.432, 0.236], [-0.371, 0.043, -0.081], [-0.081, -0.149, -0.407], [0.291, -0.129, -0.206], [0.245, 0.385, 0.103]],
  "mulliken_charge": [-0.36, -0.79, 0.11, -1.03, 0.68, 0.07, -0.14, -0.74, -0.40, -0.73, 0.13, 1.60, -1.31, -0.49, -0.27, 1.22, -0.80, -0.50, -0.27, -0.17, 0.89, -1.08, 0.19, -0.73, -0.33, -0.76, 0.05, -0.09, -0.10, -0.65, -0.43, -0.70, -0.11, -0.69, -0.85, -1.12, -0.63, 0.22, -0.96, 0.37, 0.37, 0.44, 0.18, 0.39, 0.36, 0.35, 0.41, 0.40, 0.42, 0.43, 0.35, 0.55, 0.44, 0.39, 0.38, 0.38, 0.42, 0.39, 0.37, 0.36, 0.38, 0.48, 0.44, 0.54, 0.68, 0.43, 0.50, 0.36, -0.12, -0.20, 1.35, 0.05, -0.42, -0.43, -0.46, -0.39, -0.42, -0.68, -0.69, 0.42, 0.45, 0.38, 0.38, 0.40, 0.50],
  "gap_ev": 7.570,
  "lumo_ev": 0.20,
  "charge": 0,
  "molar_mass_g_mol": 691.30,
  "largest_force_ev_per_a": 1.31
}

---

{
  "formula": "C44H36BN4O7P2W",
  "method": "wB97M-V/def2-TZVPD",
  "elements": ["W", "O", "C", "C", "C", "N", "C", "C", "C", "O", "O", "C", "O", "O", "H", "H", "H", "C", "N", "P", "C", "C", "C", "C", "C", "C", "C", "C", "C", "C", "C", "C", "P", "C", "C", "C", "C", "C", "C", "C", "C", "C", "C", "C", "C", "H", "H", "H", "H", "H", "H", "H", "H", "H", "H", "H", "H", "H", "H", "H", "H", "H", "H", "H", "H", "H", "H", "H", "C", "O", "C", "O", "H", "H", "H", "B", "C", "N", "H", "H", "H", "N", "C", "C", "C", "C", "C", "C", "C", "C", "C", "H", "H", "H", "H"],
  "coordinates": [[-0.1798, 0.7080, -1.2103], [0.1186, -5.3081, -2.5718], [0.0314, -4.0060, -2.1977], [-1.1760, -3.3664, -1.9674], [-1.1563, -2.0429, -1.5841], [-0.0169, -1.3609, -1.4299], [1.1612, -1.9719, -1.6622], [1.2183, -3.2950, -2.0382], [2.4555, -1.1718, -1.5327], [3.5028, -1.7032, -1.7974], [1.3940, 0.2197, 0.0070], [-2.3855, -1.2425, -1.2324], [-3.4981, -1.7272, -1.2464], [-2.0459, -0.0413, -0.8690], [-0.7679, -5.6727, -2.6642], [-2.1362, -3.8605, -2.0594], [2.1805, -3.7536, -2.2156], [-1.4971, 0.6634, 3.3977], [-0.2358, 0.9379, 2.6841], [-0.3552, 1.8552, 1.2286], [-1.7404, 2.9790, 1.5898], [-1.6286, 4.0034, 2.5289], [-2.7035, 4.8419, 2.7726], [-3.8916, 4.6694, 2.0716], [-4.0094, 3.6523, 1.1386], [-2.9369, 2.8023, 0.9025], [1.0852, 2.9810, 1.3338], [1.5051, 3.6546, 0.1896], [2.5759, 4.5331, 0.2442], [3.2436, 4.7495, 1.4411], [2.8247, 4.0909, 2.5872], [1.7502, 3.2152, 2.5323], [1.1419, -0.0664, 2.9460], [1.0932, -0.1490, 4.7918], [1.8065, 0.8348, 5.4768], [1.8295, 0.8701, 6.8636], [1.1535, -0.0987, 7.5916], [0.4598, -1.0988, 6.9253], [0.4304, -1.1218, 5.5379], [0.5505, -1.7571, 2.5729], [1.4499, -2.8026, 2.7843], [1.0862, -4.1141, 2.5263], [-0.1904, -4.4012, 2.0567], [-1.0869, -3.3681, 1.8312], [-0.7123, -2.0516, 2.0723], [-1.6069, 1.3335, 4.2536], [-1.5155, -0.3628, 3.7574], [-2.3636, 0.7964, 2.7505], [-0.6965, 4.1526, 3.0602], [-2.6099, 5.6408, 3.4974], [-4.7227, 5.3413, 2.2466], [-4.9231, 3.5266, 0.5737], [-3.0308, 2.0083, 0.1711], [1.0070, 3.4952, -0.7562], [2.8902, 5.0433, -0.6573], [4.0857, 5.4293, 1.4807], [3.3351, 4.2542, 3.5287], [1.4196, 2.7164, 3.4324], [2.3632, 1.5759, 4.9144], [2.3868, 1.6453, 7.3746], [1.1752, -0.0807, 8.6741], [-0.0641, -1.8632, 7.4859], [-0.1104, -1.9117, 5.0299], [2.4484, -2.5867, 3.1511], [1.7990, -4.9133, 2.6880], [-0.4789, -5.4267, 1.8605], [-2.0818, -3.5759, 1.4565], [-1.4130, -1.2536, 1.8561], [4.3592, 1.2626, -1.6369], [3.4913, 0.8329, -0.5956], [2.3000, 0.2877, -1.0129], [1.6182, 1.0135, -1.9917], [5.1313, 1.8610, -1.1570], [3.8217, 1.8796, -2.3582], [4.8173, 0.4135, -2.1464], [-2.5413, 4.7389, -2.4493], [-1.6594, 3.5119, -1.9959], [-1.0378, 2.6077, -1.6278], [-3.6729, 4.4770, -2.0926], [-2.4535, 4.8442, -3.6525], [-2.1086, 5.7115, -1.8649], [-2.7568, -0.1192, -11.0017], [-2.4683, -0.0388, -9.8910], [-2.1041, 0.0551, -8.5028], [-2.1661, -1.0773, -7.6925], [-1.8107, -0.9878, -6.3610], [-1.3852, 0.2273, -5.8117], [-1.3360, 1.3569, -6.6369], [-1.6908, 1.2747, -7.9692], [-1.0129, 0.3191, -4.4360], [-0.6988, 0.4509, -3.2705], [-2.4934, -2.0194, -8.1116], [-1.8596, -1.8591, -5.7219], [-1.0230, 2.2994, -6.2090], [-1.6527, 2.1519, -8.6010]],
  "forces_ev_per_angstrom": [[0.054, 1.495, 0.313], [-0.012, -0.016, -0.018], [0.119, 0.088, 0.042], [-0.077, -0.021, 0.047], [-0.043, -0.070, 0.089], [0.088, -0.637, 0.075], [0.137, 0.202, 0.034], [-0.059, -0.069, -0.026], [-0.198, -0.112, 0.047], [0.124, 0.007, 0.014], [0.121, -0.067, 0.262], [0.281, -0.080, 0.054], [-0.035, -0.011, 0.031], [-0.825, -0.092, -0.036], [-0.009, 0.002, 0.004], [0.007, 0.001, -0.001], [-0.003, -0.004, 0.001], [0.061, 0.105, 0.160], [-0.235, -0.195, -0.176], [0.155, -0.227, -0.300], [-0.009, -0.042, 0.054], [-0.026, 0.002, -0.007], [0.000, -0.013, -0.012], [-0.018, 0.025, 0.016], [0.047, -0.016, 0.004], [-0.067, -0.015, -0.032], [-0.042, -0.004, 0.015], [0.038, -0.043, -0.035], [0.018, 0.012, 0.033], [-0.013, -0.002, -0.023], [-0.008, -0.021, 0.021], [-0.032, 0.059, 0.021], [0.140, 0.149, 0.017], [-0.023, -0.034, 0.029], [0.011, 0.009, 0.039], [0.001, -0.004, -0.009], [0.000, -0.010, 0.016], [-0.006, 0.018, -0.005], [-0.017, -0.004, -0.008], [-0.016, -0.005, -0.019], [0.009, -0.015, -0.015], [-0.022, -0.006, 0.000], [0.008, -0.022, 0.012], [0.003, 0.012, -0.107], [-0.023, -0.014, -0.150], [-0.013, 0.015, -0.003], [0.023, 0.066, 0.081], [0.008, -0.011, -0.021], [-0.003, 0.004, -0.011], [-0.005, 0.004, -0.003], [0.000, -0.002, 0.000], [-0.008, 0.006, 0.009], [0.026, -0.002, 0.003], [0.004, -0.009, 0.004], [0.002, 0.002, 0.002], [0.000, -0.001, -0.002], [0.006, 0.008, 0.001], [-0.027, 0.002, -0.020], [0.017, -0.030, 0.017], [-0.002, 0.000, 0.002], [0.001, 0.004, -0.001], [0.004, 0.000, 0.005], [-0.003, 0.004, 0.011], [-0.007, 0.018, -0.008], [-0.004, 0.002, 0.000], [-0.001, 0.012, -0.001], [0.004, -0.010, -0.038], [0.052, -0.084, -0.072], [0.008, 0.036, -0.026], [0.030, 0.073, 0.016], [-0.201, -0.109, -0.283], [0.447, -0.181, -0.274], [0.004, -0.017, 0.009], [-0.002, -0.009, 0.004], [-0.010, -0.002, -0.002], [0.074, -0.068, 0.072], [-0.097, 0.121, -0.002], [0.079, -0.117, -0.016], [0.010, 0.005, -0.008], [0.010, -0.004, -0.002], [0.002, -0.004, -0.006], [-0.002, 0.001, -0.003], [0.015, 0.004, 0.051], [-0.030, -0.017, -0.112], [0.013, 0.008, 0.040], [0.007, -0.012, -0.003], [-0.001, -0.018, 0.006], [-0.009, 0.022, -0.005], [0.008, 0.003, 0.047], [-0.031, -0.034, -0.001], [-0.010, 0.006, 0.092], [-0.001, 0.003, -0.009], [0.005, 0.000, -0.001], [0.004, 0.000, -0.003], [-0.002, -0.003, -0.007]],
  "mulliken_charge": [1.60, -0.61, 0.90, -0.66, 0.11, 0.76, 0.04, -0.74, 0.24, -0.69, 0.03, 0.20, -0.78, -0.83, 0.32, 0.50, 0.57, -1.28, 0.30, 0.69, 0.16, -0.55, -0.67, -0.59, -0.82, -0.12, 0.64, -0.56, -0.61, -0.75, -0.84, -0.41, 0.27, 0.48, -0.51, -0.63, -0.48, -0.76, -0.22, 1.36, -0.80, -0.79, -0.58, -0.73, -0.08, 0.21, 0.54, 0.38, 0.41, 0.41, 0.36, 0.47, 0.44, 0.20, 0.46, 0.38, 0.44, 0.64, 0.44, 0.40, 0.37, 0.40, 0.27, 0.43, 0.38, 0.39, 0.44, 0.06, -0.90, -0.39, 0.70, -0.98, 0.28, 0.33, 0.24, 0.50, -0.21, -0.48, -0.16, -0.17, -0.15, -0.54, 0.00, 0.60, -0.64, -0.44, -0.05, -0.52, -0.64, 0.24, -0.49, 0.42, 0.46, 0.54, 0.43],
  "gap_ev": [6.244, 6.243],
  "lumo_ev": [1.97, 1.95],
  "e_above_lowest_kj_mol": 66.4,
  "charge": -1,
  "molar_mass_g_mol": 989.39,
  "largest_force_ev_per_a": 1.53
}